Formula: C18H22Cl4CoF2N2O2S
Source: the OMol25 dataset
Level of theory: the ωB97M-V functional and the def2-TZVPD basis

```
52
Properties=species:S:1:pos:R:3:forces:R:3
Co -0.4369 0.2061 0.2129 -0.66 0.30 0.34
Cl 0.9296 6.5871 2.1352 0.00 -0.12 0.00
C 0.9816 4.8491 1.9505 -0.13 0.05 -0.14
C 1.9226 4.1014 2.6182 0.10 -0.18 0.07
Cl 3.0788 4.8702 3.6805 -0.07 -0.04 -0.07
C 1.9508 2.6988 2.4452 0.09 0.12 0.07
Cl 3.1485 1.7253 3.2659 -0.05 0.09 -0.02
C 1.0521 2.0346 1.6124 -0.01 -0.09 -0.06
O 1.0538 0.7633 1.3999 0.01 0.08 0.06
C 0.0447 2.8219 0.9221 0.02 -0.02 -0.03
O -0.7910 2.1858 0.1703 0.16 -0.04 -0.13
C 0.0542 4.2025 1.1016 0.00 0.12 0.05
Cl -1.1483 5.1238 0.2315 0.06 0.02 0.06
C -0.9385 -1.2645 -4.3972 0.15 -0.02 -0.04
N 0.4062 -0.9425 -3.8947 -0.17 0.09 -0.10
C 0.7398 0.4479 -4.1849 0.01 -0.09 -0.03
C 0.7536 -1.4167 -2.6411 -0.64 -0.23 -0.43
S 1.4043 -0.4716 -1.4815 0.80 0.34 0.55
N 0.4232 -2.7394 -2.4351 0.10 -0.34 0.02
C 0.5034 -3.2845 -1.0841 0.03 0.10 -0.19
C 0.7907 -3.7162 -3.4483 -0.07 0.08 0.11
H -1.6635 -0.5616 -3.9779 0.01 -0.03 -0.05
H -1.2284 -2.2698 -4.1153 0.00 -0.06 0.03
H -0.9395 -1.1892 -5.4872 0.02 -0.01 -0.02
H 0.5449 0.6150 -5.2470 0.01 0.02 0.00
H 1.7888 0.6358 -3.9740 0.02 -0.02 0.00
H 0.1390 1.1347 -3.5830 -0.01 -0.01 0.01
H 0.0807 -2.5973 -0.3546 -0.01 0.03 -0.01
H 1.5427 -3.4966 -0.8059 0.02 -0.01 0.04
H -0.0740 -4.2121 -1.0649 0.02 -0.02 -0.02
H 0.8472 -3.2604 -4.4313 0.00 0.06 -0.02
H 0.0607 -4.5292 -3.4736 -0.02 0.00 0.00
H 1.7714 -4.1467 -3.2041 0.02 -0.05 -0.05
C -0.7483 -4.1610 3.3656 0.02 -0.05 0.03
C -1.9030 -3.3037 2.8310 0.00 0.05 -0.01
C -2.6922 -2.7341 4.0196 0.02 0.04 0.00
C -2.8409 -4.1906 1.9975 0.01 -0.01 -0.03
C -1.3783 -2.2055 2.0009 -0.04 0.17 -0.17
C -1.0118 -1.2684 1.3041 0.16 -0.45 0.03
H -1.1238 -4.9684 4.0070 0.01 0.01 -0.02
H -0.0575 -3.5433 3.9413 -0.01 -0.01 0.00
H -0.1911 -4.6023 2.5362 0.00 0.01 0.02
H -3.0956 -3.5407 4.6447 0.01 0.01 -0.02
H -3.5165 -2.1171 3.6588 0.00 -0.01 0.01
H -2.0452 -2.1021 4.6299 -0.01 0.00 0.00
H -3.2856 -4.9825 2.6137 0.02 0.02 -0.01
H -2.2882 -4.6535 1.1766 -0.02 0.01 0.00
H -3.6374 -3.5848 1.5633 0.00 -0.01 0.01
F -1.8152 0.6327 -2.2042 0.01 0.04 0.07
C -1.8030 -0.2475 -1.0700 0.09 0.11 0.01
F -3.1277 -0.2034 -0.6392 -0.15 0.07 0.06
H -1.7159 -1.2355 -1.5441 0.01 -0.15 0.00
```
Positions in Å, forces in eV/Å.

**Largest force on an atom**: 0.01998 Eh/bohr
**Multiplicity**: 2
**⟨S²⟩**: 0.76
**Charge**: -2
**Frontier orbital gap (spin up / spin down)**: 0.18849 / 0.19249 Ha
**HOMO (spin up / spin down)**: -0.026 / -0.031 Ha

***

Formula: C6H10O
Source: the OMol25 dataset
Level of theory: the ωB97M-V functional and the def2-TZVPD basis

```
17
Properties=species:S:1:pos:R:3:forces:R:3
C -1.7276 -0.8318 0.4151 -0.03 -0.05 0.02
C -0.3726 -0.1948 0.2300 -0.01 -0.15 -0.10
C 0.0602 0.3593 -1.1409 -0.08 0.04 0.02
C 1.3379 0.9208 -0.5133 -0.06 0.21 -0.07
C 0.8144 1.7865 0.6178 0.11 0.03 -0.24
O 1.9571 -0.2515 0.0287 0.09 -0.03 0.02
C 0.8816 -0.9927 0.6028 -0.19 -0.14 0.15
H -1.8314 -1.7003 -0.2443 0.00 0.07 0.07
H -2.5208 -0.1161 0.1717 0.12 -0.17 0.04
H -1.8651 -1.1585 1.4517 -0.02 -0.01 -0.18
H 0.2175 -0.4376 -1.8833 0.00 0.13 0.18
H -0.6041 1.1212 -1.5573 0.11 -0.10 0.15
H 2.0649 1.4527 -1.1361 -0.12 -0.08 0.04
H 0.0420 2.4334 0.1411 0.22 -0.02 0.06
H -0.3120 0.6872 0.9659 -0.15 0.09 -0.05
H 0.8492 -1.9995 0.1621 0.02 0.16 0.04
H 1.0086 -1.0783 1.6883 0.00 0.00 -0.15
```
Positions in Å, forces in eV/Å.

**Largest force on an atom**: 0.00534 Eh/bohr
**Frontier orbital gap**: 0.31932 Ha
**HOMO**: -0.314 Ha
**ΔE to the lowest compared entry with this formula, charge and spin**: 101.2 kcal per mole

***

Formula: C20H20B2I2N4O5
Source: the OMol25 dataset
Level of theory: the ωB97M-V functional and the def2-TZVPD basis

```
53
Properties=species:S:1:pos:R:3:forces:R:3
C -1.0515 1.2673 3.5865 0.30 -0.09 0.41
C 0.0895 2.2012 3.2680 -0.12 0.20 -0.12
I 0.9857 3.1009 4.9381 -0.09 -0.14 -0.10
C 0.4603 2.4540 2.0128 0.32 0.19 0.42
I 1.9986 3.8206 1.5602 -0.13 -0.32 -0.17
C -0.2205 1.7607 0.8966 -0.36 -0.17 -0.88
C -1.1878 2.4815 0.1157 0.27 0.08 0.00
B -1.5518 4.0003 0.3840 -0.38 0.05 0.49
N -2.7713 4.3783 1.1444 0.19 -0.26 -0.38
O -0.7824 5.0022 -0.0883 0.09 -0.18 -0.56
C -1.8691 1.8378 -0.8853 0.11 0.34 0.23
C -1.6346 0.4819 -1.1920 -0.32 0.70 -0.09
N -2.3273 -0.0857 -2.2161 0.42 -0.25 0.35
C -2.0387 -1.3341 -2.4379 -0.41 -0.23 -0.53
C -2.7850 -2.0192 -3.5814 -0.54 0.97 0.79
O -3.7974 -1.1718 -4.1311 0.20 -0.40 -0.65
N -4.9766 -1.2866 -3.3054 0.13 -0.24 0.42
O -5.8391 -1.7958 -3.8849 -0.14 0.31 -0.23
C -1.0936 -2.0832 -1.6719 0.05 -0.27 -0.22
B -0.7224 -3.6122 -1.9325 0.37 0.14 -0.04
O -1.6398 -4.5809 -2.2319 -0.03 -0.17 0.53
O 0.6014 -3.9771 -1.8374 -0.38 0.33 0.29
N -0.4356 -1.5230 -0.6849 0.01 0.09 -0.10
C -0.6913 -0.2137 -0.4364 0.23 -0.21 0.20
C 0.0285 0.4360 0.6054 0.20 0.19 0.66
C 1.0716 -0.3648 1.3350 0.32 0.16 -0.73
C 2.3930 -0.3905 0.5834 0.39 -0.06 -0.26
C 2.6995 0.5273 -0.4184 0.19 -0.12 -0.01
C 3.9302 0.5140 -1.0667 0.16 -0.09 0.03
C 4.8868 -0.4382 -0.7440 -0.54 -0.12 0.40
C 4.5778 -1.3760 0.2378 -0.11 0.33 -0.19
C 3.3577 -1.3544 0.9118 0.09 -0.23 -0.07
C 3.1103 -2.3812 1.9897 0.30 0.28 -0.27
H -1.9321 1.4859 2.9903 -0.14 0.12 -0.04
H -0.7870 0.2293 3.3988 0.15 -0.13 -0.14
H -1.2703 1.3310 4.6457 -0.33 0.05 0.05
H -2.6345 4.1125 2.1170 -0.11 0.17 0.10
H -3.5548 3.8153 0.8256 -0.09 -0.05 0.18
H -1.2727 5.8311 -0.0547 0.08 0.15 0.33
H -2.6005 2.3785 -1.4690 -0.11 -0.08 -0.19
H -2.1148 -2.2958 -4.3862 0.01 -0.08 -0.18
H -3.2917 -2.8985 -3.1975 0.22 -0.42 -0.11
H -2.5092 -4.4157 -1.8574 -0.17 0.09 -0.31
H 0.7016 -4.5212 -1.0494 0.35 -0.39 -0.25
H 0.7182 -1.3877 1.4045 -0.05 -0.09 0.31
H 1.2781 0.0529 2.3137 -0.19 -0.05 0.30
H 1.9830 1.2779 -0.7156 -0.14 0.07 0.04
H 4.1432 1.2542 -1.8244 -0.04 0.07 -0.07
H 5.8510 -0.4727 -1.2245 0.07 0.08 -0.16
H 5.3075 -2.1370 0.4754 0.02 -0.10 0.13
H 2.1661 -2.9003 1.8513 -0.17 0.00 0.12
H 3.1383 -1.8952 2.9635 -0.23 -0.09 0.20
H 3.9052 -3.1204 1.9701 0.07 -0.12 0.06
```
Positions in Å, forces in eV/Å.

**Largest force on an atom**: 0.02653 Eh/bohr
**Frontier orbital gap**: 0.29796 Ha
**HOMO**: -0.320 Ha

***

Formula: C7H10
Source: the OMol25 dataset
Level of theory: the ωB97M-V functional and the def2-TZVPD basis

```
17
Properties=species:S:1:pos:R:3:forces:R:3
C 1.2588 -0.5916 -1.2704 0.88 2.41 0.58
C 1.2789 -1.6846 -2.0282 0.91 -0.29 -0.12
C -0.3782 -0.8410 0.6349 0.23 -1.16 0.04
C 0.2328 -0.0943 -0.3174 -0.17 3.15 -1.51
C -0.1701 1.3246 -0.5142 3.48 -2.48 -0.29
C -0.7325 2.2021 0.3086 -1.56 1.96 0.74
C -0.9633 -0.3971 1.8974 0.19 -1.04 1.10
H 2.1674 0.1460 -1.2658 -1.59 -1.18 -0.76
H 0.5186 -2.4095 -1.7973 -0.32 -0.43 -0.59
H 2.0824 -1.8764 -2.7771 -0.69 -0.06 0.87
H -0.2344 -1.8612 0.4902 0.37 -2.01 0.29
H 0.3666 1.8159 -1.3213 -0.25 -0.14 -0.57
H -0.9146 3.2020 -0.0460 0.18 0.45 -0.33
H -1.0949 2.1093 1.3018 -0.26 -0.73 0.60
H -0.2341 0.0726 2.6219 -0.74 0.23 -0.61
H -1.8298 0.1572 1.6496 -0.77 1.35 0.56
H -1.3538 -1.2739 2.4332 0.10 -0.02 -0.01
```
Positions in Å, forces in eV/Å.

**Largest force on an atom**: 0.08322 Eh/bohr
**Multiplicity**: 2
**⟨S²⟩**: 0.76
**Charge**: -1
**Frontier orbital gap (spin up / spin down)**: 0.14536 / 0.25845 Ha
**HOMO (spin up / spin down)**: 0.016 / -0.101 Ha
**ΔE to the lowest compared entry with this formula, charge and spin**: 36.2 kcal per mole

***

Formula: C27H58BI2N7O5P
Source: the OMol25 dataset
Level of theory: the ωB97M-V functional and the def2-TZVPD basis

```
101
Properties=species:S:1:pos:R:3:forces:R:3
C 0.0296 -0.7760 -1.7466 -0.29 -0.23 0.67
C -1.4368 -0.9549 -1.3506 0.42 -0.34 -1.00
C -2.3109 0.0403 -2.0803 -0.67 0.07 0.44
N -2.5735 1.2138 -1.1934 -0.06 -0.44 -0.55
N -2.2481 2.4106 -1.8682 -1.26 -0.74 1.43
C -1.7252 3.4209 -1.2138 0.46 0.56 -1.00
N -1.3574 3.4400 0.0320 1.36 -0.74 0.63
P -0.7118 4.8502 0.9285 -0.70 1.31 0.30
N 0.7304 5.2721 0.1302 -0.21 -0.19 0.70
O -0.2087 4.0657 2.2586 0.25 -0.10 -0.54
N -1.6721 4.5273 -2.0522 -0.12 1.78 0.45
C -0.4482 4.7353 -2.8191 0.68 -0.79 -0.31
C -0.0083 3.5752 -3.7397 0.40 0.48 -0.40
C 0.5660 4.1526 -5.0344 -0.43 -0.13 0.75
I 0.9998 2.6092 -6.4302 0.02 0.25 0.05
C -2.9699 4.4706 -2.7204 -0.54 -1.15 0.14
I -3.2517 5.4641 -4.5706 0.12 -0.05 0.26
C -3.2468 2.9500 -2.8125 0.61 -0.61 -1.78
B -4.7805 2.4969 -2.7015 0.02 -0.37 0.56
O -5.5307 2.6073 -1.5743 0.15 1.04 0.20
O -5.3767 2.0160 -3.8119 0.07 0.54 -0.89
H 0.2452 -1.3257 -2.6491 0.03 0.03 -0.48
H 0.2592 0.2737 -1.8991 0.30 0.22 0.05
H 0.6606 -1.1949 -0.9769 0.42 0.13 0.20
H -1.5850 -0.9408 -0.2753 -0.16 0.09 0.24
H -1.7332 -1.9384 -1.6881 -0.18 -0.41 0.20
H -1.8403 0.3705 -2.9996 0.23 0.10 -0.18
H -3.2587 -0.4065 -2.3529 -0.34 0.01 0.02
H -1.9473 1.0713 -0.4077 0.06 0.34 -0.03
H -1.4746 2.5825 0.5607 0.06 0.11 0.11
H 0.7653 6.2856 0.1659 0.12 0.06 -0.26
H 1.5788 4.9201 0.5676 0.08 -0.11 -0.39
H 0.7367 3.8508 2.1886 -0.36 -0.30 0.36
H 0.3539 4.9129 -2.1233 0.11 0.12 0.37
H -0.5082 5.6358 -3.4111 -0.57 0.39 -0.01
H -0.7976 2.8806 -3.9886 -0.29 -0.15 0.09
H 0.8062 3.0387 -3.2728 -0.02 -0.53 0.31
H -0.1541 4.8495 -5.4304 -0.19 0.04 -0.65
H 1.4514 4.7132 -4.7852 0.54 0.04 -0.28
H -3.7199 4.8323 -2.0314 -0.08 0.71 0.07
H -2.9395 2.5832 -3.7965 0.14 0.07 -0.12
H -6.3408 3.0890 -1.8085 -0.17 -0.66 0.34
H -4.8913 2.2591 -4.6156 -0.22 -0.45 0.06
C 4.4021 2.6843 0.2440 0.20 -0.07 -0.07
C 3.5758 1.5673 0.9329 0.49 1.71 -0.41
C 4.0080 1.4167 2.3949 0.11 -0.46 0.31
C 5.3321 0.6780 2.5825 0.00 0.01 -0.11
C 5.3274 -0.6446 1.8194 -0.29 0.20 0.45
C 4.9843 -0.4706 0.3407 1.60 -0.07 -0.86
N 3.7116 0.2921 0.1699 -0.48 -0.75 1.85
O 2.7127 -0.4747 0.4356 -0.56 -0.11 -0.58
C 6.1511 0.2316 -0.3783 -0.03 0.34 0.01
C 4.8794 -1.8380 -0.3258 -0.53 -0.21 0.01
C 2.1279 2.0555 0.9092 -0.43 -0.61 -0.16
H 4.5461 2.4764 -0.8159 0.00 -0.04 0.01
H 3.8931 3.6468 0.3047 -0.07 -0.02 0.12
H 5.3801 2.8273 0.7007 0.01 -0.06 -0.05
H 3.2330 0.8732 2.9453 -0.05 -0.05 -0.12
H 4.0736 2.4067 2.8528 -0.06 0.08 -0.10
H 6.1706 1.3029 2.2642 -0.01 -0.01 -0.04
H 5.4884 0.4840 3.6447 0.00 0.04 0.00
H 6.3013 -1.1277 1.9105 0.02 -0.01 -0.15
H 4.6053 -1.3209 2.2879 -0.09 0.02 -0.11
H 5.9007 0.4323 -1.4211 -0.03 -0.03 0.00
H 7.0316 -0.4091 -0.3664 -0.07 -0.11 0.03
H 6.4538 1.1693 0.0805 -0.05 0.00 0.00
H 4.1523 -2.4837 0.1635 -0.07 0.09 -0.02
H 5.8434 -2.3419 -0.2779 0.08 0.12 0.03
H 4.6026 -1.7414 -1.3768 -0.02 0.02 0.01
H 1.7583 2.1460 -0.1166 0.02 0.03 0.02
H 2.0754 3.0391 1.3824 0.40 -0.06 -0.03
H 1.4596 1.3948 1.4611 0.03 -0.09 -0.08
C -0.7391 -5.9067 1.7165 -0.20 -0.13 -0.08
C -1.0573 -4.5650 2.4248 1.10 -1.43 -0.41
C -1.5902 -4.8268 3.8366 -0.51 0.21 0.25
C -3.0428 -5.2993 3.8821 0.04 0.00 -0.09
C -3.9410 -4.3712 3.0677 0.27 0.04 0.48
C -3.4512 -4.1899 1.6320 -0.99 -1.05 -1.00
N -2.0189 -3.7714 1.6004 -0.45 0.77 1.90
O -1.9292 -2.5259 1.9129 0.24 0.59 -0.65
C -3.6628 -5.4988 0.8491 0.23 -0.21 0.02
C -4.3235 -3.1621 0.9184 0.19 0.52 0.06
C 0.2798 -3.8380 2.5426 -0.07 0.58 -0.06
H -0.8949 -5.8359 0.6403 -0.03 0.03 0.01
H 0.3028 -6.1883 1.8607 0.02 0.10 0.13
H -1.3358 -6.7362 2.0951 -0.06 0.03 -0.06
H -1.5117 -3.9080 4.4268 0.02 0.07 -0.11
H -0.9506 -5.5627 4.3276 0.12 0.01 -0.11
H -3.1247 -6.3277 3.5208 0.00 0.02 -0.04
H -3.3843 -5.3168 4.9184 0.02 -0.03 0.00
H -4.9612 -4.7590 3.0563 -0.01 0.00 -0.15
H -3.9891 -3.3976 3.5661 0.09 0.06 -0.11
H -3.2546 -5.4189 -0.1597 0.01 0.03 0.00
H -4.7282 -5.7088 0.7603 -0.04 0.13 0.03
H -3.2206 -6.3716 1.3209 0.05 0.04 0.00
H -4.3484 -2.2058 1.4385 0.12 -0.01 -0.01
H -5.3482 -3.5268 0.8634 0.03 -0.14 0.02
H -3.9726 -2.9920 -0.1018 0.03 0.00 0.01
H 0.6860 -3.5942 1.5590 -0.01 0.00 -0.01
H 0.9955 -4.4782 3.0562 -0.08 -0.14 -0.02
H 0.2000 -2.9179 3.1192 -0.08 0.04 -0.11
```
Positions in Å, forces in eV/Å.

**Largest force on an atom**: 0.04079 Eh/bohr
**Multiplicity**: 3
**⟨S²⟩**: 2.01
**Charge**: +1
**Frontier orbital gap (spin up / spin down)**: 0.27979 / 0.31357 Ha
**HOMO (spin up / spin down)**: -0.375 / -0.408 Ha

***

- Which value of largest force on an atom does entry 4 give?
  0.08322 Eh/bohr

***

- Among the records above, which one has the highest largest force on an atom?
  C7H10

***

- Which of these has the highest largest force on an atom?
  C7H10